1.
Computed, not measured: 14 unconnected molecules or ions with the total composition C88H198Br3N11, with the ωB97M-V functional and the def2-TZVPD basis.

Properties
F_max = 4.0 eV Å⁻¹
E_HOMO = -15.105 eV
electronic energy = -320899.6434 eV
HOMO-LUMO gap = 4.2 eV
total charge = +8
multiplicity = 1

Structure (XYZ):
```
300
C88H198Br3N11, DFT the ωB97M-V functional and the def2-TZVPD basis
Br 2.88631 -1.38316 3.93700
H 7.75037 3.01194 4.31965
H 6.63147 -9.59298 -0.51467
C -7.73833 3.74369 6.36429
C 1.49206 -4.52729 -6.53604
H -10.18548 5.86772 6.82462
H 9.95090 -12.99725 0.11969
H -8.61366 2.39189 -4.24325
C -4.21786 -7.82674 7.64918
H -3.92295 6.65669 3.20731
H -7.49000 0.10258 -8.21744
H -2.07251 -3.01302 -10.38041
C 1.75333 -9.22479 3.20886
H -11.35859 5.15591 3.09601
C 2.29029 3.45255 5.37989
H -1.77947 12.25072 -8.07132
H 2.90435 -6.15363 3.38722
N 4.65266 4.37853 4.73135
H 8.47058 -12.03281 -2.79461
C 8.34076 -1.31649 -6.20260
C 0.52805 10.15079 -4.54446
C 9.95234 -11.91088 0.20854
H 4.81054 4.57683 2.59067
C 11.89562 -3.66744 -4.72244
C 9.86265 -10.12354 -1.48913
H 0.65259 11.19959 6.33234
H -8.73752 -1.74463 -6.40813
H 0.51427 7.87391 -6.52427
H -4.19956 -4.12710 8.02743
C 0.66140 -4.82935 -7.77811
H -7.02100 1.81976 6.94343
H -6.29412 -8.43173 9.86894
H 10.50487 -3.12746 -3.10112
H -1.25948 9.94790 5.67745
H -5.64724 2.25486 -6.26828
H -9.19912 4.42234 3.49222
H 0.53002 0.96475 1.05979
C -3.90328 10.74642 4.04035
C 1.64983 -6.68774 1.32997
H -1.20658 -4.12266 7.41856
H -7.13593 -0.54577 -4.46387
C 7.81950 -1.54172 -4.85983
C -9.25714 3.34142 6.52848
C 12.06203 -5.12618 -4.21842
H 6.89846 -0.97308 -4.73171
H 0.20110 -8.62204 1.70181
H 1.17904 10.44210 5.04469
H -6.71060 -7.17662 11.02972
C -0.13851 -2.42518 -8.19364
H -1.07047 5.96943 -5.23476
C -5.90661 -7.56514 10.40461
C 5.86329 2.84647 3.21148
C 1.41052 2.66972 6.38367
H -2.04526 8.01394 4.08869
H 0.80543 12.12426 4.75592
H 0.38740 -5.14380 3.18681
C -9.95072 3.85885 4.04512
C -5.36773 -6.52809 9.43109
H -0.18645 1.39858 -3.09629
H -3.87375 10.71958 5.12961
H -2.95276 1.17654 2.23977
H -4.92270 -8.98804 11.49679
C 11.45741 -0.75826 -4.40198
H 2.42435 -1.01795 -2.36040
C 6.88395 3.62661 4.07552
H -3.19661 -7.99762 7.30870
H -1.37010 11.90819 -5.65851
H 0.18406 -0.90578 -2.14261
C 6.17651 4.36662 5.14413
H 5.44728 1.95207 3.67525
C -0.05788 7.88065 -5.59654
C 0.59600 -0.58365 -1.18625
H 7.72913 -12.20190 -0.07248
H -7.06515 -1.45496 -6.45921
H -7.06409 3.08570 8.25404
H -0.64942 -5.55576 0.94952
H 0.12761 -1.11839 -0.35996
H -1.53201 2.01434 2.70904
H -8.84038 -0.06408 -4.62620
C 2.16962 -6.86297 3.76815
N -2.75850 9.90349 3.39051
H -13.26156 3.73975 4.17559
C -3.58053 8.26466 1.68804
C -1.61842 8.89055 -4.19367
H -7.29930 3.41163 -5.08168
H 8.32835 -6.37169 -0.98726
H 3.70232 3.21568 3.09967
H 7.66934 -2.61543 -4.74708
C 1.71853 1.57075 -1.28988
H -4.89474 10.41032 3.73681
H -0.37169 -8.40898 3.35887
H -2.89722 -5.45711 9.73642
H 9.96873 -9.93241 -2.55698
H -0.35303 -5.16548 -7.56347
Br 1.61180 7.00094 -0.01235
C 0.51345 -8.40258 2.72279
H 10.03599 -2.56593 -6.47082
H -5.30731 0.94804 -5.15306
C -4.67086 -7.98694 11.14684
H 0.95826 -7.00109 0.54789
H -11.77956 3.01279 6.39117
H -9.38478 1.69285 -6.47012
H 2.61075 -8.60248 5.06561
C -0.18085 -6.05099 2.98138
C -1.86639 1.13251 2.16256
H -1.74492 6.84317 -6.61632
C 2.14020 -3.27334 -9.30006
C -0.60163 1.50437 -2.09403
H 8.10450 -8.88518 0.05000
H -3.35379 8.74149 5.04812
C -6.66694 2.45001 -3.19594
C 2.62289 -8.34964 4.00541
C -2.98699 -5.82553 8.71451
H -4.90244 8.08020 3.41859
H 1.10669 -5.68498 -8.28578
H -0.58613 2.55150 -1.79175
C -6.79642 2.84871 7.22433
H -6.39621 3.19878 -1.24203
H -2.24259 1.61178 -0.07480
C -3.93342 7.73622 3.05693
Br 3.07424 2.71207 -7.02080
C -5.94178 1.24332 -5.98874
H 1.17352 -3.58006 -6.10086
H 11.44138 -5.89485 -4.67891
H 0.52788 -4.30593 -10.73210
H -2.58118 -7.66165 10.49703
H -0.13319 2.53761 0.38775
H 10.80943 -12.10355 -1.59352
H 6.95828 -11.75321 -2.21675
H -9.38439 2.28512 6.29153
H 4.38497 6.17412 5.74989
C -8.34280 1.52539 -6.74278
C -1.05066 -2.63896 -10.44351
H -2.49448 -2.98382 6.79655
C -1.29845 6.95981 -5.62881
H -2.24519 -2.96812 8.43949
H 7.66008 -10.48332 -3.33962
C 7.83692 -11.18740 -2.52654
H -6.01776 -6.25924 8.59846
H 6.74141 -8.42890 -2.62603
C -1.18446 9.92167 -6.48170
C -11.22579 4.10001 3.33170
H 10.44451 -11.84832 1.17907
H 1.50588 1.62207 6.09827
H -6.87056 4.51105 -2.32710
C 2.09214 -0.85831 -1.33460
H 13.10193 -5.45255 -4.23193
H 7.12936 -6.09628 -2.28530
H 10.54804 -0.90044 -6.71108
N 10.20028 -1.66923 -4.65688
H -12.18822 4.77863 6.04738
H -7.50985 4.78663 6.58379
C 4.61848 3.77139 3.29953
H -7.52396 3.62897 5.30175
C 7.40473 -6.72970 -1.44207
H 2.18946 -9.65211 2.30593
C -0.23088 -3.98373 -10.01896
H 9.60005 -3.54609 -4.52042
H 3.85251 4.02638 6.69789
H 2.74309 -4.15619 -9.51267
H 1.39270 10.33227 -5.18285
H 0.83820 9.58970 -3.66293
C -2.92833 9.65387 1.91723
C 8.99089 -0.99442 -3.98416
H 2.52236 -2.71480 -8.44561
H 1.88401 4.45657 5.25741
H 1.91865 -5.32973 -4.47255
C 8.48295 -11.42714 0.06758
C 10.68778 -11.26130 -0.91240
H -2.91485 10.85184 -8.15772
H 4.30271 2.54428 5.76030
H -0.84825 -2.27526 -11.45091
C -0.66695 -1.59288 -9.43226
H -1.17719 11.24764 2.84558
H 3.70250 0.55945 -1.20013
H -0.90236 -2.77673 -7.50006
C -0.99001 10.78481 5.03320
H 3.65614 -8.42242 3.66599
C -2.51060 11.64800 -7.53256
H -2.84797 10.93447 -5.60180
H -6.68443 1.44894 -2.76506
H 2.53889 -4.37866 -6.80092
H -4.46829 -7.24567 11.91986
C 1.36527 -5.55050 -5.38532
C 9.86712 -1.53865 -6.14793
H 12.73781 -3.03784 -4.43538
H -2.15529 -6.42149 8.33873
H 11.69747 -5.20587 -3.19429
H 9.07913 0.08970 -4.05482
H 8.93789 -1.23399 -2.92215
H -5.65396 2.71063 -3.50262
H -2.88216 -4.50301 1.36694
N -0.57131 9.27453 -5.23944
H 0.10935 -0.88595 -9.72499
H 11.89292 -3.59962 -5.81032
C 7.53577 -8.14856 -1.93430
C 7.60607 -9.24018 -0.85201
C 4.24041 5.87733 4.71108
H -0.61039 9.64692 3.29347
H -4.79186 -8.74716 7.75620
H 6.52007 5.38284 5.33746
C -3.34870 -4.71426 7.68190
C -1.59002 1.10466 0.63591
H -9.03785 6.07679 5.48777
H -1.77603 9.17517 -7.01167
H -0.31082 10.08713 -7.11215
H 3.25280 5.85255 4.25053
H -1.53023 0.93524 -2.13778
H -3.10218 -5.37093 2.81992
H -1.54720 11.67672 5.31984
N 0.35672 0.98124 -1.04438
H -0.77663 -6.46125 3.79674
C -12.19977 3.51648 4.27967
H 7.85275 -2.08293 -6.80468
H 7.47403 4.35740 3.52246
H -3.67279 -5.16413 6.74345
H -3.18745 8.09131 -5.41910
H -2.83203 7.04380 -4.12040
C -3.55578 -7.92141 10.08376
H 1.58646 -6.57581 -5.68180
H 11.13420 0.27682 -4.51263
H -1.38663 0.25960 2.60525
C -2.17450 -3.65345 7.59486
H 6.27913 3.69920 5.99977
H -2.15472 9.78396 -3.87383
C 3.79677 3.50953 5.73984
H 4.91606 6.49014 4.11435
H -5.73668 3.10046 7.18341
H 2.53074 -7.30407 1.15047
H -1.98812 -4.15255 2.84081
H -3.36742 12.30863 -7.40024
C -7.00695 3.45191 -2.10865
N 1.01059 -6.94448 2.68797
H -2.92268 7.56087 1.17812
H 2.73617 0.47489 0.26825
C -8.28307 0.14386 -7.47083
H -10.80897 6.34115 5.24691
N 8.42324 -10.51606 -1.22743
H -4.49298 8.29850 1.09272
C 2.68618 0.45458 -0.82041
H 1.87035 -5.62171 1.27476
C -7.56025 2.54059 -4.48060
C -10.04401 5.74994 5.75028
H -1.67840 -6.81109 1.49467
H 2.10638 -2.61835 -10.17066
H -12.22392 2.42745 4.31889
H -3.49672 10.49680 1.52417
H -0.82129 -4.85383 -9.73184
H 0.43020 7.50615 -4.69675
C -1.14936 -5.92483 1.84505
C 0.45247 11.22524 5.26118
H 1.81946 -6.49526 4.73266
H 8.15003 -10.79326 0.88943
H 0.35509 -5.53139 -4.97632
H -1.56565 -1.04328 -9.15231
H -4.67844 -7.11233 6.96683
H -3.54495 -8.91020 9.62521
C -1.97505 11.18452 -6.20480
C -11.70552 3.86113 5.71078
C -7.86278 -0.05101 -5.10808
H -5.36233 -5.59160 9.98882
C -1.31133 10.43726 3.56209
H -3.85826 11.75399 3.62697
C -2.99821 8.54060 4.03752
N 0.65362 -3.64120 -8.79779
H -9.58159 3.48468 7.55916
H 11.73265 -11.04269 -0.69204
H -9.71122 2.79565 4.02631
N -3.99647 -7.00086 8.91988
H 1.88015 2.55897 -0.85928
C -2.32033 -4.95623 2.18365
H -1.76849 0.09372 0.26951
H 2.38705 -1.71642 -0.73063
N -7.41483 1.38488 -5.52912
H 11.73710 -0.91294 -3.35989
H -9.20350 -0.07579 -8.01182
H 0.53278 -1.80805 -7.59648
H 1.60785 2.68797 7.45550
H 8.38154 -8.20899 -2.61924
H -5.87649 0.47758 -6.76172
H 8.10740 -0.32115 -6.58068
N -10.14971 4.25652 5.58201
H 6.58007 -6.72574 -0.72933
H 6.10688 2.69911 2.15931
H -7.99604 3.34243 -1.66388
H -1.11590 8.54612 -3.28982
H -7.97563 2.29350 -7.42345
H -1.99758 9.62580 1.35067
C -2.34796 7.69663 -4.84677
C 10.54249 -3.10912 -4.19032
H 0.12636 11.09123 -4.16720
C -8.01714 -0.92662 -6.40759
H 0.38466 2.93501 6.12805
C -0.17530 1.44843 0.38402
H 12.32581 -1.00259 -5.01377
H 10.08313 -9.20837 -0.93959
H -11.23655 3.54888 2.39136
H 1.37762 -10.06595 3.79144
H 1.88697 1.65949 -2.36312
H 2.11703 3.04782 4.38275
```

---

2.
Computed, not measured: 5 unconnected molecules or ions with the total composition C21H32Cl2N4O2P, with the ωB97M-V functional and the def2-TZVPD basis.

Properties
F_max = 0.3 eV Å⁻¹
E_HOMO = -4.897 eV
electronic energy = -66684.7177 eV
HOMO-LUMO gap = 7.2 eV
total charge = -1
multiplicity = 1

Structure (XYZ):
```
62
C21H32Cl2N4O2P, DFT the ωB97M-V functional and the def2-TZVPD basis
H 5.02813 -6.78286 6.51482
H 0.37218 0.99711 -1.04116
C 2.27582 -1.87441 2.19838
Cl -1.70943 3.48547 -4.01379
N 3.34971 -1.84395 1.35966
H -1.99947 7.80364 -6.07975
C -4.46285 6.23514 -4.66452
C -2.72961 -0.61924 1.97408
H 0.91959 -3.49720 2.75199
H 3.12176 -0.03434 -0.67238
C -2.30845 -1.18882 4.10956
H -2.41090 5.78251 -4.64068
H -1.05052 4.06793 -1.50094
H -4.41203 8.95401 -6.52174
H 2.65486 -7.88102 5.77051
H 2.83811 -3.96061 4.31621
C -1.38331 -0.83220 2.09922
H 3.88184 -1.02368 1.13134
O 0.54737 -0.67853 -2.50948
H 1.09479 -1.20955 -0.58585
C -2.05007 2.44893 -2.55926
O 2.29901 0.99472 -2.25599
C 4.24330 -6.30937 5.94855
C 1.78391 -3.15578 2.20280
C -5.15830 7.25681 -5.25997
H -0.23209 -1.39098 3.77796
H -1.79829 0.48753 -1.86543
C -2.97595 7.50667 -5.73730
H 1.94507 -0.98063 2.70137
H 2.47104 -4.96452 1.07101
H -6.22482 7.40325 -5.21421
C 4.26700 -5.02760 5.46185
C 2.59494 -3.92534 1.32444
H -2.54854 3.52413 -0.73898
H -3.23496 -0.33653 1.06585
H -4.79333 5.40428 -4.06517
H -1.06533 2.54888 -0.62699
H 1.35403 -5.95937 4.37458
H 3.52276 -0.65760 -2.27300
H -0.58839 -0.77355 1.37357
N -1.13635 -1.17571 3.40174
H -3.13177 2.31938 -2.59084
C 1.49484 -1.16195 -1.61068
C 2.31938 -5.92925 4.85068
H 0.62903 2.50324 -2.44029
C -1.65752 3.19421 -1.27566
H 0.70147 1.06520 -3.91619
C 2.71146 -0.20047 -1.68567
C -1.37147 1.09656 -2.66625
C -3.31749 -0.84598 3.24948
C 3.54838 -3.08208 0.81931
P 0.55618 1.06620 -2.49601
N -3.14198 6.39765 -4.95978
Cl -1.95709 0.27146 -4.16617
C 3.00281 -6.88345 5.55965
H -2.32490 -1.43953 5.15651
H -4.36144 -0.76804 3.50462
H 4.32403 -3.24753 0.09162
N 3.09304 -4.80584 4.80170
H 5.01991 -4.26101 5.52834
H 1.78192 -2.17333 -1.91337
C -4.21100 8.06693 -5.94386
```

---

3.
Computed, not measured: 2 unconnected molecules or ions with the total composition C5H8Cl4IN3O2, with the ωB97M-V functional and the def2-TZVPD basis.

Properties
F_max = 10.9 eV Å⁻¹
E_HOMO = -9.362 eV
electronic energy = -72063.8329 eV
HOMO-LUMO gap = 8.8 eV
SMILES = N[C@H](COCI)NN=C=O.ClC(Cl)(Cl)Cl
multiplicity = 1

Structure (XYZ):
```
23
C5H8Cl4IN3O2, DFT the ωB97M-V functional and the def2-TZVPD basis
N -0.32213 -0.10368 0.55973
C -3.92724 -2.11123 -0.09674
H 1.97271 -1.29157 1.50484
O 1.54961 1.29061 -1.77541
N 2.96083 0.34366 2.18044
Cl -4.52276 -3.76205 -0.40433
I 0.16487 2.50783 -4.16510
O 2.26859 2.69476 3.32013
C 1.82401 0.19478 -0.83237
Cl -5.16369 -1.19069 0.79676
Cl -2.43187 -2.18961 0.86890
H 0.99028 1.60970 0.78835
H -1.00879 0.59020 0.98252
H -0.56204 1.60097 -1.57711
H 3.01013 0.14772 -0.71030
H -0.37882 -1.02319 1.08969
C 0.21292 1.17844 -2.37877
H 1.51473 -0.87815 -1.23492
Cl -3.59056 -1.30261 -1.64829
C 2.65300 1.42287 3.01951
C 1.10090 0.45296 0.63931
H -0.10200 0.09805 -2.69839
N 1.78733 -0.27978 1.77156
```